# 1
The following is a quantum chemistry calculation of an isolated molecule of C3H9NO in a non-equilibrium geometry, from OMol25.

Geometry as XYZ:
```
14
Properties=species:S:1:pos:R:3:nbo_charge:R:1
N -0.43 -0.45 1.75 -0.84
C 0.75 -0.43 0.89 -0.21
C 0.49 -0.55 -0.67 -0.45
C -0.60 0.50 -1.09 -0.08
O -0.47 1.71 -0.26 -0.74
H -0.90 -1.40 1.68 0.35
H -1.04 0.33 1.42 0.37
H 1.37 0.47 1.02 0.20
H 1.28 -1.40 1.25 0.19
H 0.07 -1.53 -0.98 0.20
H 1.38 -0.30 -1.19 0.20
H -0.55 0.70 -2.20 0.18
H -1.61 0.07 -0.92 0.18
H 0.25 2.26 -0.71 0.47
```

SMILES ... NCCCO
Spin multiplicity ... 1
HOMO energy ... -9.027 eV
Molar mass ... 75.11 g mol⁻¹
Frontier orbital gap ... 9.8 eV

# 2
The following is a quantum chemistry calculation of a cluster of 2 separate species, C3H9NO in total in a non-equilibrium geometry, from OMol25.

Geometry as XYZ:
```
14
Properties=species:S:1:pos:R:3:nbo_charge:R:1
C 0.68 -1.06 -1.55 -0.66
C 0.39 -0.01 -0.53 -0.32
C 1.25 0.25 0.48 0.01
N 2.06 -0.77 0.99 -0.84
H 0.51 -2.10 -1.22 0.20
H 1.68 -1.08 -2.00 0.22
H -0.05 -0.96 -2.35 0.23
H -0.58 0.47 -0.52 0.21
H 1.69 1.18 0.79 0.21
H 1.94 -1.70 0.64 0.37
H 2.20 -0.76 1.98 0.38
O -3.68 1.50 0.48 -0.94
H -3.02 2.20 0.54 0.47
H -3.44 0.82 1.13 0.47
```

SMILES ... C/C=C\N.O
Spin multiplicity ... 1
HOMO energy ... -7.528 eV
Molar mass ... 75.11 g mol⁻¹
Frontier orbital gap ... 8.4 eV

Computed LUMO energy, in the same sequence as the records: 0.030 0.032 hartree.